No. 1
# C6H23NO6

A cluster of 6 separate species, C6H23NO6 in total in a non-equilibrium geometry (the ωB97M-V functional and the def2-TZVPD basis, the OMol25 dataset).

```
36
Properties=species:S:1:pos:R:3
C -1.77 0.43 2.02
C -0.51 1.24 1.71
N 0.56 0.47 1.08
C 0.82 0.50 -0.23
O 0.16 1.16 -1.03
C 1.96 -0.37 -0.71
C 1.62 -1.05 -2.02
C 3.17 0.56 -0.90
H -1.54 -0.62 1.92
H -2.57 0.65 1.30
H -2.23 0.77 2.95
H -0.61 2.16 1.15
H -0.09 1.58 2.66
H 1.14 -0.12 1.66
H 2.22 -1.05 0.09
H 0.61 -1.47 -1.99
H 2.31 -1.80 -2.40
H 1.53 -0.30 -2.81
H 3.49 1.10 -0.01
H 2.93 1.33 -1.64
H 4.06 0.04 -1.26
O -2.40 -1.54 -0.85
H -3.34 -1.32 -0.85
H -2.03 -0.64 -0.88
O -1.82 -3.26 1.34
H -1.53 -2.74 0.57
H -2.70 -2.86 1.38
O -2.51 1.26 -1.01
H -1.75 1.44 -0.45
H -2.24 1.21 -1.93
O 0.79 -2.38 1.85
H -0.06 -2.74 2.16
H 1.28 -3.14 1.53
O 0.43 4.23 -1.44
H 1.06 3.50 -1.46
H -0.41 3.75 -1.48
```

As for the SMILES: CCNC(=O)C(C)C.O.O.O.O.O. The LUMO energy comes out at 0.48 eV. The value obtained for the largest force on an atom is 1.5 eV Å⁻¹. Its orbital gap is 10.540 eV.


No. 2
# C6H23NO6

A cluster of 6 separate species, C6H23NO6 in total in a non-equilibrium geometry (the ωB97M-V functional and the def2-TZVPD basis, the OMol25 dataset).

```
36
Properties=species:S:1:pos:R:3
C 0.73 -0.97 -2.94
C 1.99 -0.79 -2.08
C 1.72 -0.71 -0.55
C 0.39 -0.06 -0.30
O -0.71 -0.63 -0.36
N 0.37 1.33 -0.30
C 1.53 2.10 0.16
C -0.88 2.02 -0.14
H 0.08 -0.10 -3.04
H 1.06 -1.24 -3.93
H 0.09 -1.77 -2.59
H 2.55 0.08 -2.41
H 2.55 -1.71 -2.22
H 1.86 -1.61 0.04
H 2.48 -0.03 -0.18
H 2.08 2.44 -0.73
H 1.26 2.98 0.73
H 2.20 1.54 0.81
H -0.78 3.10 -0.32
H -1.58 1.84 -0.97
H -1.40 1.84 0.79
O -2.62 -0.15 -2.41
H -2.14 -0.15 -1.58
H -3.53 -0.47 -2.37
O -1.48 -2.52 1.97
H -2.07 -1.77 2.14
H -1.68 -2.75 1.06
O 0.99 1.23 3.64
H 1.08 0.57 2.94
H 0.46 0.81 4.33
O 0.95 -1.40 2.18
H 0.07 -1.84 2.06
H 1.03 -1.25 3.12
O -2.81 -0.21 1.37
H -3.35 0.54 1.58
H -2.50 -0.30 0.46
```

As for the SMILES: CCCC(=O)N(C)C.O.O.O.O.O. The LUMO energy comes out at 0.41 eV. The value obtained for the largest force on an atom is 2.0 eV Å⁻¹. Its orbital gap is 9.884 eV.


No. 3
# C6H24Br2N12O6Y

A structure of composition C6H24Br2N12O6Y in a non-equilibrium geometry (the ωB97M-V functional and the def2-TZVPD basis, the OMol25 dataset).

```
51
Properties=species:S:1:pos:R:3
Y 0.34 0.76 -1.76
Br 2.65 -1.04 -5.05
Br 0.64 5.00 -2.65
C 5.96 1.44 0.15
O 4.87 1.51 -0.43
N 7.08 1.27 -0.50
N 6.06 1.54 1.43
H 7.95 1.19 0.02
H 7.06 1.32 -1.51
H 7.00 1.41 1.79
H 5.36 2.00 1.99
C 3.28 -3.32 1.44
O 2.57 -2.47 0.82
N 3.60 -4.51 1.02
N 4.16 -3.10 2.35
H 3.27 -4.93 0.17
H 4.14 -5.05 1.68
H 4.52 -3.89 2.88
H 4.52 -2.19 2.59
C -3.65 1.77 -5.70
O -2.72 1.36 -5.00
N -4.72 1.16 -5.87
N -3.58 2.93 -6.30
H -4.87 0.22 -5.54
H -5.43 1.50 -6.51
H -4.17 3.31 -7.03
H -2.84 3.55 -6.01
C -4.50 1.72 1.30
O -3.55 1.57 0.48
N -5.60 2.33 1.02
N -4.46 1.24 2.51
H -5.80 2.86 0.19
H -6.26 2.38 1.78
H -5.19 1.41 3.20
H -3.72 0.63 2.83
C 1.41 1.95 3.97
O 1.12 1.80 2.78
N 1.98 3.04 4.41
N 1.31 1.05 4.86
H 2.24 3.10 5.38
H 1.93 3.87 3.84
H 1.89 1.27 5.66
H 1.02 0.12 4.61
C -2.93 -3.76 -1.04
O -2.10 -2.95 -1.41
N -3.98 -4.10 -1.77
N -3.09 -4.29 0.14
H -4.63 -4.78 -1.41
H -3.93 -4.02 -2.78
H -3.84 -4.97 0.15
H -2.35 -4.20 0.82
```

The LUMO energy comes out at -6.20 eV. The value obtained for the largest force on an atom is 8.4 eV Å⁻¹. Its orbital gap is 4.544 eV. The charge is +1.


> Among the records above, which one has the lowest largest force on an atom?

number 1


Repeat the second record exactly.
# C6H23NO6

A cluster of 6 separate species, C6H23NO6 in total in a non-equilibrium geometry (the ωB97M-V functional and the def2-TZVPD basis, the OMol25 dataset).

```
36
Properties=species:S:1:pos:R:3
C 0.73 -0.97 -2.94
C 1.99 -0.79 -2.08
C 1.72 -0.71 -0.55
C 0.39 -0.06 -0.30
O -0.71 -0.63 -0.36
N 0.37 1.33 -0.30
C 1.53 2.10 0.16
C -0.88 2.02 -0.14
H 0.08 -0.10 -3.04
H 1.06 -1.24 -3.93
H 0.09 -1.77 -2.59
H 2.55 0.08 -2.41
H 2.55 -1.71 -2.22
H 1.86 -1.61 0.04
H 2.48 -0.03 -0.18
H 2.08 2.44 -0.73
H 1.26 2.98 0.73
H 2.20 1.54 0.81
H -0.78 3.10 -0.32
H -1.58 1.84 -0.97
H -1.40 1.84 0.79
O -2.62 -0.15 -2.41
H -2.14 -0.15 -1.58
H -3.53 -0.47 -2.37
O -1.48 -2.52 1.97
H -2.07 -1.77 2.14
H -1.68 -2.75 1.06
O 0.99 1.23 3.64
H 1.08 0.57 2.94
H 0.46 0.81 4.33
O 0.95 -1.40 2.18
H 0.07 -1.84 2.06
H 1.03 -1.25 3.12
O -2.81 -0.21 1.37
H -3.35 0.54 1.58
H -2.50 -0.30 0.46
```

As for the SMILES: CCCC(=O)N(C)C.O.O.O.O.O. The LUMO energy comes out at 0.41 eV. The value obtained for the largest force on an atom is 2.0 eV Å⁻¹. Its orbital gap is 9.884 eV.